The following is a DFT calculation (wB97M-V/def2-TZVPD) of C27H40N8O5SiW as an isolated structure.

Strongest force on any atom in eV/A: 0.811
DFT total energy in eV: -60495.634
Total charge: +2

Each line ends with the Löwdin charge.
CARTESIAN COORDINATES (ANGSTROEM)
H -3.79222 2.95360 -0.87668  0.12
H -3.18013 5.09535 -1.85100  0.10
H -0.00398 3.08388 4.14042  0.11
H -1.91518 -1.34530 -3.05339  0.10
C -2.63218 -1.74336 1.47503  -0.15
O 1.56000 -2.48171 -2.87810  0.15
H -0.56217 1.21981 -5.30263  0.11
H -0.53880 2.33091 -4.07368  0.08
C -1.67661 4.25315 0.25021  0.02
C 1.84842 -5.29737 0.95451  -0.06
H -0.44183 1.68947 6.13768  0.11
C -3.43532 -1.74108 -1.72117  -0.19
C -0.64904 2.79077 -1.44379  -0.48
H -3.41258 -2.48046 1.66702  0.14
H 0.65770 2.02813 2.02089  0.10
H -1.23428 3.59003 0.99639  0.08
O 0.19822 3.23732 -2.16395  0.13
C 3.76303 -0.09975 1.40683  -0.09
H 4.11032 2.55907 -1.35951  0.11
C -2.32733 4.49649 -2.17506  0.00
C 1.52392 0.20703 -3.38634  -0.35
H -0.18068 -0.76281 6.00218  0.11
H -1.90508 -1.79794 2.28641  0.11
H 6.07676 1.92882 -0.00182  0.11
H 0.11144 -5.50074 2.19701  0.11
H 3.20140 -0.75901 -2.79031  0.14
C 2.64074 0.21562 0.62864  -0.29
C 0.07140 2.00579 4.07692  -0.07
N -2.38294 -0.86826 -2.28566  -0.04
N 1.04077 1.17077 -4.15786  0.04
N -0.33335 1.36890 -4.32487  0.09
H 1.93845 1.49673 -0.95336  0.06
H -3.98357 -0.25603 0.67355  0.11
H -4.00065 -2.25841 -2.49746  0.13
H 1.69228 1.78496 -4.63008  0.18
N -1.91772 -2.05254 0.20864  -0.16
H -1.46145 0.69824 1.79533  0.06
C 5.12171 1.45020 0.17007  -0.07
C 2.79390 1.17742 -0.37023  -0.13
H 0.47565 -1.82687 3.90111  0.09
C 4.98911 0.50361 1.17906  -0.06
H 3.42237 0.33783 -4.10445  0.15
H -0.27771 -3.10219 2.37819  0.08
O -0.49491 1.60233 -0.83157  -0.25
H -2.62220 4.63343 0.63855  0.11
N 2.80765 -0.07939 -3.42283  0.26
C -3.18405 -0.34111 1.40699  -0.17
H -1.16402 -2.70227 0.44875  0.07
H -3.49690 -3.38515 -0.32106  0.14
H -4.13219 -1.11129 -1.17302  0.11
Si 1.03511 -0.66964 1.07134  0.69
H 3.55741 -4.77509 -0.22685  0.11
H 2.02692 -6.36223 0.89007  0.11
W -0.79274 -0.25458 -0.67969  1.52
O -0.02257 -2.09005 -1.43427  -0.18
C 0.33472 -0.75404 3.92035  -0.09
C 2.47843 -3.03794 0.41752  -0.11
O -2.93498 2.50954 -0.90250  -0.04
C -0.16772 1.22420 5.20032  -0.06
C -2.76219 -2.74465 -0.81023  -0.16
H -1.00341 5.09660 0.10130  0.11
C -1.93184 3.52902 -1.07370  -0.52
H -2.10438 -3.38711 -1.39527  0.13
H 5.84114 0.24352 1.79322  0.11
H -3.58393 -0.03345 2.37387  0.14
C 0.77056 -4.81325 1.68239  -0.06
H -1.50723 5.17219 -2.40546  0.10
H -2.78144 -0.01924 -2.68031  0.11
N 0.80873 -1.72511 -2.33141  -0.39
C 0.43455 1.40088 2.88224  -0.14
C 0.55241 -3.44454 1.76794  -0.14
H -2.43326 1.42508 0.67775  0.07
N 0.64824 -0.42318 -2.53426  0.06
C 0.56200 0.00764 2.77145  -0.30
C 4.02042 1.79368 -0.59776  -0.09
C 2.70448 -4.40537 0.32742  -0.06
H 3.17378 -2.36026 -0.06631  0.09
H 3.67728 -0.82825 2.20656  0.12
C 1.39620 -2.52105 1.13515  -0.29
H -2.60917 3.95787 -3.08121  0.10
N -2.06782 0.52518 0.98836  -0.06
C -0.02586 -0.15301 5.12154  -0.06